[1]
47
Properties=species:S:1:pos:R:3:forces:R:3:nbo_charge:R:1 method="wB97M-V/def2-TZVPD" charge=-1 spin_multiplicity=1
C -0.506 0.263 -0.749 0.558 -0.952 0.578 -0.243
N -1.846 -0.172 -0.342 -0.328 0.387 -0.988 -0.700
C -2.227 0.464 0.908 -1.405 -0.882 1.575 0.100
O -1.420 0.266 2.064 1.685 -2.232 -0.140 -0.814
C -0.015 -0.282 -2.097 -1.218 0.038 -0.173 -0.403
C 0.143 -1.818 -2.148 0.029 0.871 1.206 -0.435
C 1.232 -2.250 -1.175 0.330 -0.699 0.503 -0.084
O 2.457 -1.517 -1.316 -0.037 -0.326 -0.199 -0.734
H 0.105 -0.134 0.097 0.565 0.939 -0.802 0.194
H -0.463 1.353 -0.840 -0.054 -0.270 0.529 0.210
H -1.914 -1.209 -0.404 0.020 1.239 1.057 0.389
H -3.265 0.092 1.192 0.904 0.421 -0.667 0.141
H -2.239 1.577 0.928 -0.243 -0.619 -1.209 0.170
H -0.798 -0.042 -2.845 0.217 0.058 0.176 0.164
H 0.864 0.312 -2.414 -0.196 -0.735 0.262 0.241
H -0.775 -2.325 -1.777 0.291 0.348 -0.464 0.200
H 0.301 -2.090 -3.184 0.297 -0.452 -0.170 0.194
H 1.407 -3.342 -1.232 0.076 0.376 -0.145 0.167
H 0.951 -2.096 -0.124 -0.382 0.086 -0.398 0.209
H 2.967 -1.970 -1.990 0.179 0.144 -0.103 0.458
H -0.404 3.580 -1.400 -1.285 1.198 4.376 0.415
H 0.474 3.686 0.064 -1.467 -0.031 0.554 0.537
O 0.401 3.620 -0.895 2.439 0.604 0.029 -0.952
H -0.279 3.253 -2.328 0.791 -1.490 -3.601 0.412
H -0.739 2.282 -3.423 -0.124 -0.072 -0.121 0.451
O 0.038 2.717 -3.069 -0.360 -0.041 -1.035 -0.872
H 2.776 -0.820 1.402 -0.265 -0.098 0.039 0.487
H 1.932 -0.425 2.659 -0.169 -0.719 -0.252 0.528
O 2.630 -0.122 2.046 0.271 0.557 0.228 -1.003
H -1.773 -2.687 2.252 -0.196 -0.043 -0.070 0.451
H -1.057 -0.734 2.086 -1.533 2.363 -0.438 0.516
O -1.104 -2.386 1.630 0.134 0.023 0.300 -1.162
H -2.644 1.264 -3.213 -0.059 -0.046 -0.116 0.443
H -3.078 0.372 -2.064 0.270 0.244 0.563 0.496
O -3.265 1.228 -2.482 -0.254 0.085 -0.412 -0.954
H 1.030 -2.523 3.686 0.039 -0.097 0.016 0.451
H -0.126 -2.119 2.502 1.108 0.109 0.507 0.496
O 0.708 -1.751 3.219 -0.816 -0.165 -0.692 -1.107
H -0.926 -4.615 -0.862 -0.183 0.611 -0.255 0.453
H -1.132 -3.673 0.482 0.267 0.475 -0.109 0.519
O -0.943 -4.552 0.088 0.085 -1.194 0.445 -1.011
H 0.023 2.458 2.177 0.110 0.522 -0.030 0.492
H 1.317 3.278 2.098 -0.148 -0.137 -0.280 0.499
O 0.350 3.380 2.112 -0.566 -0.280 0.151 -0.998
H 2.529 1.571 1.599 0.273 -0.296 0.256 0.508
H 2.514 2.173 0.253 -0.095 0.390 -0.235 0.479
O 2.610 2.445 1.172 0.444 -0.215 -0.246 -0.997



[2]
54
Properties=species:S:1:pos:R:3:forces:R:3:nbo_charge:R:1 method="wB97M-V/def2-TZVPD" smiles=CC#N.CC#N.CC#N.CC#N.CC#N.CC#N.CC#N.CC#N.CC#N spin_multiplicity=1
C -1.119 0.110 -0.988 0.477 -0.271 1.010 -0.727
C -0.161 -0.306 0.047 3.088 -2.239 4.894 0.358
N 0.539 -0.735 0.935 -3.516 2.321 -4.635 -0.431
H -0.533 0.710 -1.684 -0.579 -0.251 -0.404 0.294
H -1.945 0.658 -0.536 0.241 0.294 0.072 0.252
H -1.561 -0.826 -1.330 0.236 0.200 -0.771 0.253
C 3.745 -0.303 0.893 -0.154 0.686 1.180 -0.741
C 3.780 -1.236 -0.197 0.427 -0.885 -1.890 0.310
N 3.832 -1.972 -1.093 -0.143 0.968 1.146 -0.353
H 3.511 0.730 0.636 -0.370 -0.244 -0.581 0.249
H 4.689 -0.193 1.427 0.117 -0.618 -0.047 0.253
H 2.959 -0.638 1.570 0.108 0.088 0.130 0.281
C 1.512 1.326 3.473 -1.027 -0.675 0.261 -0.734
C 0.296 1.272 4.264 -1.717 0.017 1.028 0.288
N -0.658 1.207 4.919 1.020 0.078 -0.823 -0.340
H 1.862 0.294 3.509 0.787 0.202 0.157 0.253
H 2.121 2.083 3.966 0.480 -0.198 -0.668 0.261
H 1.206 1.458 2.435 0.415 0.633 -0.038 0.270
C 2.991 -0.525 -4.276 -0.130 0.145 0.733 -0.728
C 1.543 -0.461 -3.972 -2.713 0.150 0.451 0.343
N 0.395 -0.362 -3.721 3.629 -0.360 -0.835 -0.404
H 3.391 -1.537 -4.330 -0.462 -0.080 -0.339 0.273
H 3.518 -0.122 -3.411 -0.059 0.263 0.022 0.263
H 3.248 0.072 -5.151 -0.168 -0.187 -0.006 0.255
C -1.058 -2.170 3.783 1.155 -0.549 0.013 -0.721
C -0.802 -2.669 5.125 -0.274 -1.390 3.392 0.290
N -0.668 -3.113 6.206 -0.180 1.272 -3.012 -0.341
H -0.649 -2.931 3.119 -0.313 -0.106 -0.269 0.249
H -0.374 -1.333 3.645 -0.689 0.420 -0.208 0.259
H -2.118 -2.013 3.587 0.267 0.322 0.064 0.263
C 3.911 3.354 -0.667 -1.582 0.888 0.940 -0.742
C 2.520 2.848 -0.706 -2.766 -1.385 0.282 0.304
N 1.427 2.409 -0.624 3.369 1.367 -0.414 -0.363
H 4.633 2.542 -0.745 0.103 0.550 -0.368 0.263
H 3.959 3.879 0.287 0.357 -0.701 0.712 0.267
H 3.970 4.286 -1.230 0.487 -0.701 -1.183 0.274
C -2.544 -0.541 -4.812 -0.793 -0.681 -0.821 -0.706
C -3.695 -0.794 -5.746 1.413 0.887 1.278 0.283
N -4.553 -1.040 -6.457 -0.587 -0.166 -0.481 -0.338
H -2.838 -0.083 -3.867 -0.231 -0.106 -0.187 0.245
H -1.755 0.066 -5.256 -0.228 -0.145 -0.133 0.264
H -2.169 -1.550 -4.639 0.388 0.208 0.315 0.251
C -2.775 3.149 2.069 0.137 -0.342 -0.171 -0.720
C -1.923 4.174 2.681 -1.486 -0.903 -0.679 0.292
N -1.351 4.995 3.221 0.922 0.900 0.501 -0.331
H -3.346 3.475 1.200 0.294 0.472 0.032 0.251
H -3.517 2.774 2.773 0.300 -0.017 0.213 0.264
H -2.133 2.333 1.736 -0.099 -0.144 0.133 0.245
C -3.202 -3.991 -0.600 0.278 0.778 -0.568 -0.733
C -4.269 -3.509 0.306 -4.050 1.471 2.259 0.281
N -5.176 -3.065 0.959 4.557 -2.158 -3.055 -0.319
H -2.978 -5.055 -0.677 -0.218 0.037 0.889 0.265
H -2.305 -3.401 -0.413 0.234 -0.364 0.459 0.250
H -3.382 -3.734 -1.644 -0.754 0.245 0.017 0.256



no.,calculated total energy (Ha),Kohn-Sham gap (eV)
1,-1090.88465,8.63
2,-1194.73730,10.93